Record 1
{"formula": "C5H10O", "method": "ωB97M-V/def2-TZVPD", "homo_lumo_gap_ev": 9.41, "e_homo_ev": -8.438, "fmax_ha_per_bohr": 0.04504, "multiplicity": 1, "e_lumo_ev": 0.97, "smiles": "C=COC.C=C", "elements": ["C", "O", "C", "C", "C", "C", "H", "H", "H", "H", "H", "H", "H", "H", "H", "H"], "xyz": [[2.495, -0.767, -0.124], [1.220, -0.237, -0.443], [0.657, 0.322, 0.637], [-0.131, 1.402, 0.659], [-2.624, -0.183, 0.041], [-2.022, -0.432, -1.115], [2.398, -1.529, 0.656], [2.877, -1.203, -1.043], [3.194, 0.009, 0.227], [0.901, -0.149, 1.596], [0.592, 1.848, 1.364], [-0.389, 1.863, -0.290], [-3.320, 0.645, 0.165], [-2.420, -0.773, 0.931], [-1.285, -1.225, -1.220], [-2.200, 0.185, -1.993]]}

=====

Record 2
{"formula": "C5H10O", "method": "ωB97M-V/def2-TZVPD", "homo_lumo_gap_ev": 9.35, "e_homo_ev": -8.206, "fmax_ha_per_bohr": 0.03771, "multiplicity": 1, "e_lumo_ev": 1.15, "smiles": "C/C=C/OCC", "elements": ["C", "C", "O", "C", "C", "C", "H", "H", "H", "H", "H", "H", "H", "H", "H", "H"], "xyz": [[-1.703, 2.174, 0.836], [-0.593, 1.557, 0.030], [-0.772, 0.164, 0.132], [0.239, -0.522, -0.432], [1.787, -2.369, -0.457], [0.427, -1.806, -0.225], [-1.702, 3.259, 0.723], [-1.589, 1.916, 1.894], [-2.656, 1.768, 0.487], [-0.643, 1.830, -1.032], [0.401, 1.855, 0.407], [0.952, 0.035, -1.042], [2.524, -1.647, -0.845], [2.186, -2.669, 0.529], [1.486, -3.095, -1.205], [-0.345, -2.451, 0.199]]}

=====

Record 3
{"formula": "C5H10O", "method": "ωB97M-V/def2-TZVPD", "homo_lumo_gap_ev": 10.22, "e_homo_ev": -9.432, "fmax_ha_per_bohr": 0.00854, "multiplicity": 1, "e_lumo_ev": 0.78, "elements": ["C", "C", "C", "O", "C", "C", "H", "H", "H", "H", "H", "H", "H", "H", "H", "H"], "xyz": [[1.670, 0.427, -0.927], [0.741, 0.906, 0.189], [0.661, -0.101, 1.308], [-0.506, -0.038, 2.183], [-0.400, -1.139, 1.513], [-2.097, -0.738, -0.963], [2.639, 0.109, -0.526], [1.857, 1.232, -1.646], [1.238, -0.422, -1.467], [1.122, 1.848, 0.606], [-0.257, 1.117, -0.208], [1.582, -0.255, 1.869], [-1.763, -1.429, -0.184], [-1.272, -0.540, -1.654], [-2.420, 0.198, -0.496], [-2.933, -1.184, -1.506]]}

=====

Record 4
{"formula": "C5H10O", "method": "ωB97M-V/def2-TZVPD", "homo_lumo_gap_ev": 8.96, "e_homo_ev": -8.374, "fmax_ha_per_bohr": 0.00897, "multiplicity": 1, "e_lumo_ev": 0.59, "elements": ["C", "C", "C", "O", "C", "C", "H", "H", "H", "H", "H", "H", "H", "H", "H", "H"], "xyz": [[0.272, -2.192, -1.038], [0.286, -0.758, -0.561], [-0.825, -0.180, 0.072], [0.001, 0.156, 1.795], [-0.604, 1.046, 0.882], [0.268, 2.172, 0.357], [-0.390, -2.809, -0.421], [1.272, -2.635, -0.988], [-0.068, -2.271, -2.078], [0.615, -0.532, 0.744], [0.948, -0.077, -1.098], [-1.706, -0.768, 0.322], [-1.538, 1.453, 1.291], [1.219, 1.804, -0.040], [0.497, 2.849, 1.186], [-0.247, 2.742, -0.425]]}

=====

Record 5
{"formula": "C5H10O", "method": "ωB97M-V/def2-TZVPD", "homo_lumo_gap_ev": [9.26, 5.68], "e_homo_ev": [-15.435, -15.413], "fmax_ha_per_bohr": 0.11901, "multiplicity": 2, "s_squared": 0.76, "e_lumo_ev": [-6.18, -9.73], "total_charge": 1, "elements": ["O", "C", "C", "C", "C", "C", "H", "H", "H", "H", "H", "H", "H", "H", "H", "H"], "xyz": [[-0.765, -3.233, -0.617], [-0.330, -2.256, -0.126], [-0.871, -0.899, -0.562], [-0.641, 0.151, 0.520], [0.864, 0.577, 0.422], [0.870, 1.886, -0.283], [0.168, -2.493, 0.807], [-2.061, -1.055, -0.611], [-0.466, -0.677, -1.521], [-0.874, -0.279, 1.577], [-1.294, 1.109, 0.395], [1.311, -0.123, -0.110], [1.325, 0.661, 1.473], [0.659, 2.694, 0.421], [0.224, 1.924, -1.128], [1.883, 2.013, -0.657]]}

=====

Record 6
{"formula": "C5H10O2", "method": "ωB97M-V/def2-TZVPD", "homo_lumo_gap_ev": [3.52, 7.40], "e_homo_ev": [0.686, -3.327], "fmax_ha_per_bohr": 0.14336, "multiplicity": 2, "s_squared": 0.76, "e_lumo_ev": [4.21, 4.07], "total_charge": -1, "elements": ["C", "C", "C", "O", "C", "C", "H", "H", "H", "H", "H", "H", "H", "H", "H", "H", "O"], "xyz": [[2.716, 0.751, 0.028], [-1.422, -1.894, 0.560], [-0.642, -0.788, 0.712], [-0.929, 0.305, 1.529], [0.679, -0.607, 0.339], [1.146, 0.616, 0.180], [3.005, -0.373, 0.145], [2.658, 0.685, -1.066], [3.260, 1.495, 0.478], [-2.524, -1.816, 0.802], [-1.259, -2.679, -0.145], [-1.928, 0.383, 1.579], [1.444, -1.384, 0.071], [0.799, 1.630, 0.309], [-0.656, 1.785, -2.373], [-1.983, 1.027, -2.047], [-1.281, 1.043, -2.612]]}

=====

Record 7
{"formula": "C5H10O2", "method": "ωB97M-V/def2-TZVPD", "homo_lumo_gap_ev": 11.05, "e_homo_ev": -10.109, "fmax_ha_per_bohr": 0.01172, "multiplicity": 1, "e_lumo_ev": 0.94, "smiles": "CC[C@@H](O)CC=O", "elements": ["C", "C", "C", "O", "C", "C", "O", "H", "H", "H", "H", "H", "H", "H", "H", "H", "H"], "xyz": [[0.452, 2.110, 1.200], [0.820, 1.098, 0.118], [-0.205, -0.021, -0.029], [-1.422, 0.570, -0.446], [0.256, -1.080, -1.030], [-0.708, -2.231, -1.185], [-1.661, -2.411, -0.459], [1.196, 2.911, 1.258], [-0.523, 2.559, 0.990], [0.398, 1.632, 2.186], [0.910, 1.608, -0.851], [1.799, 0.652, 0.337], [-0.339, -0.515, 0.947], [-2.092, -0.127, -0.430], [1.198, -1.532, -0.691], [0.486, -0.622, -2.003], [-0.462, -2.949, -2.001]]}

=====

Record 8
{"formula": "C5H10O2", "method": "ωB97M-V/def2-TZVPD", "homo_lumo_gap_ev": 9.26, "e_homo_ev": -9.570, "fmax_ha_per_bohr": 0.11988, "multiplicity": 1, "e_lumo_ev": -0.31, "elements": ["O", "C", "C", "C", "C", "O", "C", "H", "H", "H", "H", "H", "H", "H", "H", "H", "H"], "xyz": [[1.426, -1.319, 1.746], [1.909, -0.174, -0.701], [0.643, -0.415, -1.022], [-0.575, 0.436, -0.731], [-1.859, -0.317, -0.319], [-2.007, 0.442, 0.883], [-0.827, 1.193, 0.603], [1.420, 0.113, 2.164], [2.710, -0.889, -0.890], [2.219, 0.779, -0.280], [0.775, -1.408, 1.007], [0.449, -1.256, -1.694], [-0.719, 1.077, -1.603], [-1.725, -1.393, -0.126], [-2.719, -0.148, -0.969], [-1.026, 2.275, 0.543], [-0.092, 1.004, 1.389]]}

=====

Record 9
{"formula": "C5H10O2", "method": "ωB97M-V/def2-TZVPD", "homo_lumo_gap_ev": 10.42, "e_homo_ev": -9.566, "fmax_ha_per_bohr": 0.00842, "multiplicity": 1, "e_lumo_ev": 0.86, "smiles": "CCO[C@@H](C)C=O", "elements": ["C", "C", "O", "C", "C", "C", "O", "H", "H", "H", "H", "H", "H", "H", "H", "H", "H"], "xyz": [[2.600, -0.757, -0.119], [1.084, -0.822, -0.052], [0.469, 0.465, -0.018], [-0.901, 0.375, 0.339], [-1.616, 1.727, 0.444], [-1.681, -0.451, -0.678], [-2.848, -0.725, -0.544], [3.040, -0.344, 0.793], [2.977, -1.781, -0.240], [2.947, -0.173, -0.976], [0.731, -1.385, -0.928], [0.784, -1.396, 0.839], [-0.988, -0.125, 1.318], [-2.688, 1.507, 0.505], [-1.337, 2.288, 1.339], [-1.453, 2.355, -0.438], [-1.119, -0.757, -1.583]]}

=====

Record 10
{"formula": "C5H10O2", "method": "ωB97M-V/def2-TZVPD", "homo_lumo_gap_ev": 10.78, "e_homo_ev": -9.938, "fmax_ha_per_bohr": 0.02181, "multiplicity": 1, "e_lumo_ev": 0.84, "smiles": "CC(=O)C(C)(C)O", "elements": ["C", "C", "O", "C", "C", "C", "O", "H", "H", "H", "H", "H", "H", "H", "H", "H", "H"], "xyz": [[-1.132, -1.595, -0.636], [-1.136, -0.207, -0.054], [-2.172, 0.328, 0.294], [0.171, 0.579, 0.112], [0.767, 0.311, 1.510], [1.174, 0.381, -1.018], [-0.179, 1.963, 0.111], [-0.990, -1.520, -1.721], [-2.093, -2.072, -0.442], [-0.315, -2.205, -0.241], [0.724, 1.356, 1.833], [1.800, -0.052, 1.504], [0.165, -0.322, 2.173], [2.076, 0.953, -0.780], [0.755, 0.777, -1.947], [1.470, -0.663, -1.168], [-1.085, 1.989, 0.468]]}

=====

Record 11
{"formula": "C5H10O2", "method": "ωB97M-V/def2-TZVPD", "homo_lumo_gap_ev": 9.50, "e_homo_ev": -8.768, "fmax_ha_per_bohr": 0.01020, "multiplicity": 1, "e_lumo_ev": 0.73, "elements": ["C", "C", "O", "C", "C", "C", "O", "H", "H", "H", "H", "H", "H", "H", "H", "H", "H"], "xyz": [[-1.826, 0.117, -0.926], [-0.379, -0.184, -0.597], [0.410, 0.998, -0.914], [1.474, 0.804, -1.641], [1.342, -0.790, 1.171], [-0.128, -0.473, 0.885], [-0.602, 0.591, 1.691], [-1.940, 0.353, -1.988], [-2.186, 0.957, -0.326], [-2.442, -0.758, -0.696], [0.018, -0.997, -1.213], [1.916, 1.833, -1.671], [1.782, -1.395, 0.371], [1.440, -1.324, 2.120], [1.927, 0.134, 1.244], [-0.751, -1.334, 1.151], [-0.128, 1.385, 1.406]]}

=====

Record 12
{"formula": "C5H10O2", "method": "ωB97M-V/def2-TZVPD", "homo_lumo_gap_ev": 10.88, "e_homo_ev": -10.001, "fmax_ha_per_bohr": 0.02704, "multiplicity": 1, "e_lumo_ev": 0.88, "smiles": "C[C@@]12CC[C@@H]1O2.O", "elements": ["C", "C", "C", "C", "O", "C", "O", "H", "H", "H", "H", "H", "H", "H", "H", "H", "H"], "xyz": [[-1.661, -1.581, 0.242], [-0.588, -0.578, 0.049], [0.826, -0.985, -0.291], [1.280, 0.446, -0.476], [1.056, 2.688, 0.723], [-0.434, 0.780, -0.460], [-0.693, 0.558, 0.924], [-1.577, -2.377, -0.501], [-1.466, -2.011, 1.232], [-2.662, -1.148, 0.243], [0.784, -1.451, -1.276], [1.344, -1.614, 0.431], [1.881, 0.710, -1.353], [1.913, 0.734, 0.385], [0.593, 2.008, 1.238], [-1.273, 1.311, -0.965], [0.677, 2.512, -0.148]]}

=====

Record 13
{"formula": "C5H10O2", "method": "ωB97M-V/def2-TZVPD", "homo_lumo_gap_ev": 10.44, "e_homo_ev": -9.492, "fmax_ha_per_bohr": 0.03236, "multiplicity": 1, "e_lumo_ev": 0.95, "smiles": "CO[C@H]1CO[C@H]1C", "elements": ["C", "O", "C", "C", "O", "C", "C", "H", "H", "H", "H", "H", "H", "H", "H", "H", "H"], "xyz": [[-2.029, 0.040, -0.504], [-0.765, -0.493, -0.625], [0.414, 0.193, -0.888], [0.808, 1.513, -0.191], [1.852, 0.861, 0.546], [1.413, -0.439, 0.078], [0.474, -1.249, 1.196], [-2.042, 1.077, -0.150], [-2.507, -0.047, -1.478], [-2.576, -0.582, 0.224], [0.576, 0.164, -1.969], [0.055, 1.953, 0.474], [1.199, 2.285, -0.867], [2.311, -0.931, -0.372], [0.725, -2.306, 1.162], [0.741, -0.754, 2.122], [-0.650, -1.285, 1.243]]}

=====

Record 14
{"formula": "C5H10O2", "method": "ωB97M-V/def2-TZVPD", "homo_lumo_gap_ev": 10.96, "e_homo_ev": -10.068, "fmax_ha_per_bohr": 0.00687, "multiplicity": 1, "e_lumo_ev": 0.90, "smiles": "C=CC1COC1.O", "elements": ["O", "C", "C", "C", "C", "O", "C", "H", "H", "H", "H", "H", "H", "H", "H", "H", "H"], "xyz": [[-0.487, 2.235, 1.245], [-2.029, -0.175, -0.171], [-0.939, -0.330, -0.920], [0.380, -0.886, -0.464], [1.594, 0.040, -0.682], [1.795, 0.190, 0.732], [0.761, -0.769, 1.023], [0.385, 1.835, 1.372], [-2.944, 0.237, -0.586], [-2.053, -0.442, 0.883], [-0.785, 1.858, 0.406], [-0.975, -0.044, -1.972], [0.519, -1.890, -0.880], [1.381, 1.002, -1.164], [2.455, -0.429, -1.174], [1.170, -1.684, 1.467], [0.008, -0.338, 1.690]]}

=====

Record 15
{"formula": "C5H10O2", "method": "ωB97M-V/def2-TZVPD", "homo_lumo_gap_ev": 10.64, "e_homo_ev": -9.650, "fmax_ha_per_bohr": 0.00711, "multiplicity": 1, "e_lumo_ev": 0.99, "smiles": "CO[C@H]1CO[C@H]1C", "elements": ["C", "O", "C", "C", "O", "C", "C", "H", "H", "H", "H", "H", "H", "H", "H", "H", "H"], "xyz": [[-2.303, -0.048, -0.388], [-1.073, -0.673, -0.101], [-0.190, 0.072, 0.687], [0.760, -0.780, 1.533], [1.914, -0.144, 0.967], [1.111, 0.610, 0.036], [1.383, 0.227, -1.402], [-2.803, 0.285, 0.533], [-2.196, 0.813, -1.065], [-2.934, -0.795, -0.875], [-0.733, 0.835, 1.260], [0.707, -1.849, 1.291], [0.699, -0.644, 2.620], [1.278, 1.684, 0.186], [0.778, 0.831, -2.090], [2.441, 0.406, -1.621], [1.161, -0.829, -1.573]]}

=====

Record 16
{"formula": "C5H10O2", "method": "ωB97M-V/def2-TZVPD", "homo_lumo_gap_ev": 10.65, "e_homo_ev": -9.627, "fmax_ha_per_bohr": 0.00827, "multiplicity": 1, "e_lumo_ev": 1.02, "smiles": "CO[C@H]1CO[C@H]1C", "elements": ["C", "O", "C", "C", "O", "C", "C", "H", "H", "H", "H", "H", "H", "H", "H", "H", "H"], "xyz": [[2.074, 1.062, -0.391], [0.670, 0.957, -0.414], [0.249, -0.372, -0.507], [0.357, -1.247, 0.753], [-1.033, -1.579, 0.683], [-1.267, -0.594, -0.353], [-2.072, 0.577, 0.156], [2.508, 0.540, 0.476], [2.523, 0.647, -1.307], [2.318, 2.125, -0.322], [0.671, -0.849, -1.403], [0.602, -0.662, 1.652], [0.995, -2.135, 0.705], [-1.753, -1.052, -1.223], [-2.510, 1.141, -0.673], [-2.885, 0.205, 0.789], [-1.446, 1.249, 0.746]]}

=====

Record 17
{"formula": "C5H10O2", "method": "ωB97M-V/def2-TZVPD", "homo_lumo_gap_ev": 10.62, "e_homo_ev": -9.608, "fmax_ha_per_bohr": 0.01718, "multiplicity": 1, "e_lumo_ev": 1.01, "smiles": "CO[C@H]1C[C@H]1CO", "elements": ["C", "O", "C", "C", "C", "C", "O", "H", "H", "H", "H", "H", "H", "H", "H", "H", "H"], "xyz": [[2.274, 0.675, 0.479], [1.082, 0.778, -0.319], [0.504, -0.467, -0.125], [-0.194, -0.638, 1.183], [-0.972, -0.675, -0.106], [-1.821, 0.457, -0.631], [-2.537, 0.051, -1.786], [2.493, -0.354, 0.828], [2.142, 1.290, 1.372], [3.095, 0.996, -0.154], [1.110, -1.247, -0.573], [-0.019, -1.547, 1.745], [-0.282, 0.267, 1.784], [-1.285, -1.669, -0.421], [-2.558, 0.818, 0.089], [-1.133, 1.282, -0.859], [-1.900, -0.016, -2.507]]}

=====

Record 18
{"formula": "C5H10O2", "method": "ωB97M-V/def2-TZVPD", "homo_lumo_gap_ev": 10.71, "e_homo_ev": -9.693, "fmax_ha_per_bohr": 0.00723, "multiplicity": 1, "e_lumo_ev": 1.02, "smiles": "OC[C@H]1CCCO1", "elements": ["O", "C", "C", "C", "C", "C", "O", "H", "H", "H", "H", "H", "H", "H", "H", "H", "H"], "xyz": [[-0.650, 0.454, 2.847], [0.351, 0.030, 1.942], [-0.058, 0.359, 0.516], [1.002, 0.407, -0.581], [0.128, 0.177, -1.816], [-0.836, -0.890, -1.303], [-1.011, -0.619, 0.086], [-1.483, 0.073, 2.538], [0.539, -1.051, 2.033], [1.265, 0.565, 2.220], [-0.556, 1.339, 0.577], [1.737, -0.401, -0.472], [1.536, 1.361, -0.596], [0.679, -0.132, -2.709], [-0.422, 1.095, -2.055], [-0.409, -1.896, -1.431], [-1.813, -0.869, -1.797]]}

=====

Record 19
{"formula": "C5H10O2", "method": "ωB97M-V/def2-TZVPD", "homo_lumo_gap_ev": 10.80, "e_homo_ev": -9.955, "fmax_ha_per_bohr": 0.01383, "multiplicity": 1, "e_lumo_ev": 0.85, "smiles": "C[C@@H](O)CCC=O", "elements": ["C", "C", "O", "C", "C", "C", "O", "H", "H", "H", "H", "H", "H", "H", "H", "H", "H"], "xyz": [[0.106, -1.090, -1.097], [0.430, 0.416, -1.080], [-0.590, 1.208, -1.678], [0.822, 0.954, 0.315], [0.203, 0.148, 1.476], [-1.104, -0.547, 1.166], [-1.426, -1.630, 1.595], [1.028, -1.668, -0.998], [-0.528, -1.501, -0.314], [-0.418, -1.330, -2.019], [1.276, 0.551, -1.763], [-1.315, 1.328, -1.050], [1.914, 0.938, 0.425], [0.548, 2.016, 0.359], [-0.046, 0.798, 2.322], [0.894, -0.617, 1.842], [-1.793, 0.026, 0.500]]}

=====

Record 20
{"formula": "C5H10O2", "method": "ωB97M-V/def2-TZVPD", "homo_lumo_gap_ev": 9.11, "e_homo_ev": -8.593, "fmax_ha_per_bohr": 0.00774, "multiplicity": 1, "e_lumo_ev": 0.52, "elements": ["C", "O", "C", "C", "C", "C", "O", "H", "H", "H", "H", "H", "H", "H", "H", "H", "H"], "xyz": [[-2.161, 1.265, 0.577], [-1.091, 0.395, 0.295], [-0.159, 0.944, -0.637], [0.969, 0.122, -1.088], [1.974, -0.954, 0.533], [1.015, -1.273, -0.693], [-0.117, -2.022, -0.325], [-1.800, 2.210, 1.009], [-2.808, 0.765, 1.302], [-2.744, 1.494, -0.328], [-0.659, 1.169, -1.603], [0.196, 1.917, -0.260], [1.807, 0.024, 1.003], [3.025, -1.031, 0.252], [1.719, -1.719, 1.271], [1.584, -1.903, -1.381], [-0.750, -1.403, 0.073]]}